C3H4N4OS | wB97M-V/def2-TZVPD

Summary:
- spin multiplicity = 1
- energy relative to the best compared isomer or geometry (same formula, charge and spin) (kJ/mol) = 519.8
- gap between HOMO and LUMO (eV) = 8.34
- highest occupied orbital energy (eV) = -8.97
- maximum force (eV/Å) = 2.9
- E_LUMO (Eh) = -0.0232

XYZ file:
```
13
C3H4N4OS, DFT wB97M-V/def2-TZVPD
C 1.13534 -0.43492 -0.49039
C 0.82870 0.97429 -0.29792
C 0.61116 -1.64879 -0.42938
N -0.12515 1.62313 0.21893
N -1.09831 0.97102 0.79602
N -3.00190 -0.29822 1.37703
N 2.11312 1.30290 -0.85069
O 2.43004 -0.16921 -1.03069
S -2.49746 0.60521 0.24156
H -0.36158 -1.82143 0.01551
H 1.34575 -2.32155 -0.81946
H -4.05308 -0.39782 1.35716
H 2.67338 1.61538 -0.08767
```

Here are the Mulliken charges for atoms 1 to 6, given in e:
1. C 0.7920
2. C 0.1372
3. C -0.8300
4. N -0.3650
5. N -0.1316
6. N -0.4973

---

C3H4N4S | wB97M-V/def2-TZVPD

Summary:
- spin multiplicity = 1
- energy relative to the best compared isomer or geometry (same formula, charge and spin) (kJ/mol) = 320.6
- gap between HOMO and LUMO (eV) = 7.24
- highest occupied orbital energy (eV) = -8.54
- maximum force (eV/Å) = 6.2
- E_LUMO (Eh) = -0.0480

XYZ file:
```
12
C3H4N4S, DFT wB97M-V/def2-TZVPD
H 3.38503 -1.10412 -0.33735
N 2.39827 -1.37810 0.01390
C 1.57547 -0.28267 0.10708
N 1.80166 1.25954 -0.06683
N 0.59024 1.79188 0.03088
C -0.38894 0.72734 0.36928
C -1.77055 0.96010 0.07285
S -2.98677 -0.35872 0.00717
N 0.20888 -0.47969 0.38247
H -2.47133 1.80718 -0.21362
H -2.24219 -1.64277 -0.05543
H -0.09975 -1.29996 -0.31040
```

Here are the Mulliken charges for atoms 1 to 6, given in e:
1. H 0.2719
2. N -0.6034
3. C 0.3516
4. N -0.2673
5. N -0.1349
6. C 0.3483

---

C3H4N4S | wB97M-V/def2-TZVPD

Summary:
- spin multiplicity = 1
- energy relative to the best compared isomer or geometry (same formula, charge and spin) (kJ/mol) = 303.6
- gap between HOMO and LUMO (eV) = 7.40
- highest occupied orbital energy (eV) = -8.10
- maximum force (eV/Å) = 6.1
- E_LUMO (Eh) = -0.0258

XYZ file:
```
12
C3H4N4S, DFT wB97M-V/def2-TZVPD
C 0.25621 1.69810 -1.57286
N -0.69136 1.10260 -1.02673
N -0.29885 0.06636 -0.12986
C 1.00139 -0.14504 0.41735
N 0.92509 -1.15649 1.33081
C -0.40691 -1.47321 1.29879
S -0.97433 -2.86147 1.97910
N -1.13931 -0.61454 0.65737
H -0.06574 2.35534 -2.38114
H 1.42721 1.69648 -1.22211
H 1.82924 0.46917 0.38801
H -1.86264 -1.13729 0.26128
```

Here are the Mulliken charges for atoms 1 to 6, given in e:
1. C -0.1045
2. N -0.6842
3. N 0.7081
4. C 0.0035
5. N -0.4645
6. C 0.0744

---

C3H4N4S | wB97M-V/def2-TZVPD

Summary:
- spin multiplicity = 1
- energy relative to the best compared isomer or geometry (same formula, charge and spin) (kJ/mol) = 95.7
- gap between HOMO and LUMO (eV) = 7.91
- highest occupied orbital energy (eV) = -8.19
- maximum force (eV/Å) = 0.8
- E_LUMO (Eh) = -0.0105

XYZ file:
```
12
C3H4N4S, DFT wB97M-V/def2-TZVPD
S 1.62522 -1.58520 2.04186
N 1.50130 -1.22851 0.38075
C 0.56423 -0.44158 0.01386
N 0.43402 -0.13534 -1.34158
C -0.50999 0.65796 -1.68295
C -1.42868 1.23981 -0.74512
N -1.35194 0.98273 0.52072
N -0.36591 0.16175 0.87815
H 2.70303 -2.39950 1.90737
H -0.59664 0.88962 -2.74654
H -2.22282 1.91683 -1.07198
H -0.35182 -0.05857 1.84546
```

Here are the Mulliken charges for atoms 1 to 6, given in e:
1. S -0.2281
2. N -0.4685
3. C 0.6355
4. N -0.4581
5. C 0.0642
6. C -0.1332

---

C3H4N5O2S | wB97M-V/def2-TZVPD

Summary:
- spin multiplicity = 1
- total charge = +1
- energy relative to the best compared isomer or geometry (same formula, charge and spin) (kJ/mol) = 547.3
- gap between HOMO and LUMO (spin up / spin down) (eV) = 7.76 / 8.06
- highest occupied orbital energy (spin up / spin down) (eV) = -14.36 / -13.82
- maximum force (eV/Å) = 4.7
- E_LUMO (spin up / spin down) (Eh) = -0.2426 / -0.2117

XYZ file:
```
15
C3H4N5O2S, DFT wB97M-V/def2-TZVPD
C -0.97507 1.35100 -0.16370
C 0.52962 1.33894 0.18962
C -0.09731 -1.28774 0.81515
N -1.48941 -1.97230 2.64521
N -1.71089 0.39949 -0.28467
N -0.74517 -1.80572 1.82403
N 0.03768 -1.96141 -0.31582
N 1.19747 1.21828 -1.26687
O 1.35763 2.14552 -1.92502
O 1.49544 0.07463 -1.50571
S 1.00828 0.04771 1.37511
H -1.32677 2.33428 -0.17634
H 0.93550 2.33039 0.53336
H 0.44845 -1.51414 -1.11068
H -0.66544 -2.69891 -0.63368
```

Here are the Mulliken charges for atoms 1 to 6, given in e:
1. C -0.0062
2. C -0.2715
3. C 0.3633
4. N -0.3764
5. N -0.4101
6. N 0.5589

---

C3H4N6O4 | wB97M-V/def2-TZVPD

Summary:
- spin multiplicity = 1
- energy relative to the best compared isomer or geometry (same formula, charge and spin) (kJ/mol) = 0.0
- gap between HOMO and LUMO (spin up / spin down) (eV) = 7.67 / 6.41
- highest occupied orbital energy (spin up / spin down) (eV) = -8.61 / -7.63
- maximum force (eV/Å) = 2.7
- E_LUMO (spin up / spin down) (Eh) = -0.0346 / -0.0449

XYZ file:
```
17
C3H4N6O4, DFT wB97M-V/def2-TZVPD
C 2.82610 -1.41655 2.15712
C 1.78087 -1.31600 3.06244
C 0.39716 -0.15427 0.68545
N 0.54819 -0.83045 2.98605
N -0.07919 -0.32926 1.96377
N 0.11388 0.49224 -1.64791
N -0.31922 0.40343 -0.31065
N 1.69021 -0.58390 0.65850
N 2.06563 -1.85988 4.39519
O 3.87740 -1.60774 1.72353
O 3.05146 -2.55862 4.48691
O 2.39093 -0.51562 -0.39053
O 1.30783 -1.58036 5.28745
H -1.02448 -0.03774 2.19916
H 1.13821 0.43528 -1.65170
H -0.23573 -0.30987 -2.17783
H -1.25672 0.74397 -0.14386
```

Here are the Mulliken charges for atoms 1 to 6, given in e:
1. C 0.8467
2. C -0.0585
3. C 0.7131
4. N -0.6998
5. N 0.1610
6. N -0.7644

---

C3H4NO | wB97M-V/def2-TZVPD

Summary:
- spin multiplicity = 1
- total charge = +1
- energy relative to the best compared isomer or geometry (same formula, charge and spin) (kJ/mol) = 514.2
- gap between HOMO and LUMO (eV) = 8.67
- highest occupied orbital energy (eV) = -16.66
- maximum force (eV/Å) = 3.4
- E_LUMO (Eh) = -0.2934

XYZ file:
```
9
C3H4NO, DFT wB97M-V/def2-TZVPD
C 0.58347 -1.05488 -0.29956
C -0.63150 -0.65743 0.28695
C -0.07770 0.79752 0.09649
N 1.58021 -0.63952 -0.86773
O 1.33913 0.66544 -0.73978
H -1.51660 -0.88817 -0.31366
H -0.79039 -0.93216 1.33324
H -0.70799 1.43220 -0.52444
H 0.22136 1.27700 1.02850
```

Here are the Mulliken charges for atoms 1 to 6, given in e:
1. C 0.4517
2. C -0.1031
3. C -0.2909
4. N -0.1358
5. O -0.0915
6. H 0.2813

---

C3H4NO | wB97M-V/def2-TZVPD

Summary:
- spin multiplicity = 1
- total charge = +1
- energy relative to the best compared isomer or geometry (same formula, charge and spin) (kJ/mol) = 209.4
- gap between HOMO and LUMO (eV) = 9.59
- highest occupied orbital energy (eV) = -15.32
- maximum force (eV/Å) = 5.4
- E_LUMO (Eh) = -0.2103

XYZ file:
```
9
C3H4NO, DFT wB97M-V/def2-TZVPD
C 1.49377 -1.84184 0.17326
C 0.62889 -1.23569 -0.33894
O -0.37311 -0.62761 -0.91661
C -0.85993 0.57370 -0.66069
N -0.53644 1.37302 0.36732
H 2.27696 -2.37273 0.80255
H -1.76348 0.73742 -1.10743
H 0.18795 1.21209 1.13076
H -1.05461 2.18165 0.54978
```

Here are the Mulliken charges for atoms 1 to 6, given in e:
1. C -0.0263
2. C -0.0034
3. O -0.3279
4. C 0.2853
5. N -0.2487
6. H 0.3783

---

C3H4NO2 | wB97M-V/def2-TZVPD

Summary:
- spin multiplicity = 1
- total charge = +1
- energy relative to the best compared isomer or geometry (same formula, charge and spin) (kJ/mol) = 716.8
- gap between HOMO and LUMO (spin up / spin down) (eV) = 6.96 / 11.48
- highest occupied orbital energy (spin up / spin down) (eV) = -15.33 / -16.48
- maximum force (eV/Å) = 2.4
- E_LUMO (spin up / spin down) (Eh) = -0.3075 / -0.1837

XYZ file:
```
10
C3H4NO2, DFT wB97M-V/def2-TZVPD
C 0.90780 0.75406 0.12950
C 0.76413 -0.61707 -0.29375
C -1.22387 0.25644 0.03248
N 1.41747 -0.26122 0.87971
O -0.49217 1.22355 0.31345
O -0.68922 -0.83532 -0.27795
H 1.51274 1.52590 -0.24824
H 1.33816 -1.05184 -1.07815
H -3.50589 1.33187 -1.28073
H 1.06499 -0.31882 1.78509
```

Here are the Mulliken charges for atoms 1 to 6, given in e:
1. C -0.0930
2. C -0.0101
3. C 0.4527
4. N -0.2683
5. O -0.1392
6. O -0.1588

---

C3H4NO2 | wB97M-V/def2-TZVPD

Summary:
- spin multiplicity = 1
- total charge = +1
- energy relative to the best compared isomer or geometry (same formula, charge and spin) (kJ/mol) = 706.7
- gap between HOMO and LUMO (eV) = 10.17
- highest occupied orbital energy (eV) = -17.20
- maximum force (eV/Å) = 4.5
- E_LUMO (Eh) = -0.2583

XYZ file:
```
10
C3H4NO2, DFT wB97M-V/def2-TZVPD
O -2.41459 -0.32921 -1.05972
N -1.69330 0.03026 -0.26227
O -1.65776 0.64978 0.88760
C -0.47417 0.10533 0.25509
C 0.78186 -0.73332 0.31697
C 0.85136 0.60387 -0.18356
H 1.23339 -0.85517 1.36140
H 0.70285 -1.54355 -0.47473
H 1.45467 1.29583 0.38474
H 1.21569 0.77619 -1.22552
```

Here are the Mulliken charges for atoms 1 to 6, given in e:
1. O -0.3240
2. N 0.7544
3. O -0.2148
4. C 0.4176
5. C -0.3158
6. C -0.4450

---

Which value of maximum force does entry 10 give? 4.5 eV/Å